Record 1
{
  "formula": "C3H8N2OS",
  "method": "ωB97M-V/def2-TZVPD",
  "symbols": ["C", "H", "H", "S", "N", "H", "H", "N", "C", "H", "H", "O", "H", "C", "H"],
  "xyz": [[-1.595, -0.379, -0.559], [-0.201, -3.038, 0.506], [2.525, 0.659, 0.656], [0.887, -0.027, -0.823], [0.823, -1.574, -0.672], [0.012, -1.252, 1.295], [1.191, 1.899, 0.816], [-0.707, 0.479, -0.737], [-0.108, -1.934, 0.370], [-2.678, -0.110, -0.668], [-0.659, 2.542, -1.168], [-1.452, -1.614, -0.016], [-0.537, 3.315, -1.317], [1.439, 0.802, 0.738], [1.061, 0.232, 1.581]],
  "forces_ev_per_angstrom": [[-1.95, -1.49, 1.54], [0.73, 1.06, 0.40], [-0.20, 0.23, 0.30], [-0.26, 0.45, 0.33], [0.43, -0.71, 0.66], [0.14, -1.78, -0.75], [0.07, -1.26, -0.32], [0.58, 1.36, -0.76], [-0.03, 0.50, 0.48], [1.02, -0.36, -0.11], [0.21, 1.70, -0.34], [-1.05, 1.02, -1.29], [-0.20, -1.32, 0.26], [0.53, 0.39, -0.52], [-0.01, 0.23, 0.11]],
  "relative_energy_kcal_mol": 102.0,
  "homo_lumo_gap_ha": 0.3647,
  "energy_ha": -701.91503,
  "lumo_energy_ha": 0.0303
}


Record 2
{
  "formula": "C52H44IN8S3Sc",
  "method": "ωB97M-V/def2-TZVPD",
  "symbols": ["H", "C", "C", "C", "H", "H", "N", "H", "N", "H", "C", "C", "H", "C", "C", "C", "C", "H", "C", "C", "H", "C", "N", "C", "C", "H", "H", "H", "C", "C", "C", "C", "C", "H", "H", "N", "Sc", "C", "N", "N", "I", "C", "H", "H", "C", "N", "C", "C", "H", "C", "C", "H", "N", "H", "S", "H", "H", "S", "H", "H", "H", "H", "H", "C", "C", "H", "H", "H", "C", "H", "C", "C", "C", "C", "H", "H", "H", "C", "H", "H", "H", "C", "H", "C", "C", "C", "C", "C", "H", "C", "H", "C", "C", "S", "C", "H", "C", "H", "H", "C", "C", "H", "C", "H", "H", "C", "C", "C", "C"],
  "xyz": [[-3.455, 0.368, 0.871], [-0.027, -1.480, 6.110], [-2.708, -4.877, -3.665], [-1.135, -1.750, 5.251], [-2.064, -4.091, -5.579], [-0.694, 2.674, 6.843], [0.088, -1.635, -0.381], [-6.500, -0.521, -4.180], [-0.403, -0.226, -2.631], [-2.861, 3.640, 4.530], [4.975, -0.098, 1.202], [0.286, 4.180, -4.958], [-1.617, 4.548, -5.781], [1.227, -0.672, 4.283], [6.101, -3.466, 2.103], [3.201, -1.715, -4.336], [1.603, -2.042, -2.599], [3.207, -4.933, -3.335], [-4.221, 0.965, -2.296], [5.717, -1.134, 1.737], [3.514, -1.039, -5.069], [-1.009, 5.768, -0.277], [1.266, 3.125, 6.485], [-1.040, 3.884, -5.090], [-5.496, 0.641, -2.830], [-1.734, 6.513, -0.488], [-2.102, -2.097, 5.580], [0.555, 7.191, -0.240], [-0.962, -1.505, 3.909], [-1.278, -2.876, -3.994], [-5.529, -0.258, -3.881], [3.324, -3.976, 2.059], [-2.932, 2.817, 3.789], [-1.776, -1.614, 3.107], [-0.644, -2.309, -4.665], [0.043, 2.386, 6.228], [0.803, -0.903, 1.412], [-0.966, 2.244, -3.339], [0.284, 1.058, 1.094], [-0.091, -2.437, 8.485], [1.340, -4.407, 2.760], [-2.260, 1.900, 1.701], [1.958, -0.128, -3.385], [1.661, -4.000, -1.719], [0.342, 2.684, -3.112], [-1.783, 1.300, -0.727], [-3.139, -0.107, -4.160], [-3.942, 1.826, 3.911], [4.088, -3.478, -5.282], [5.177, -2.425, 1.895], [4.254, -4.992, 2.318], [0.937, 2.186, -2.375], [0.235, -1.042, 3.457], [2.014, 3.868, -3.660], [-1.479, 0.929, -2.254], [6.261, -5.634, 2.330], [-3.180, -5.722, -4.168], [0.009, -1.616, -1.895], [-4.365, -1.484, -5.341], [-3.174, -5.370, -1.622], [3.914, -5.986, 2.544], [-4.536, 1.709, 4.823], [-4.201, 1.470, -1.298], [2.036, -3.391, -2.553], [-0.444, 3.542, 0.288], [-6.332, 1.052, -2.263], [0.806, 4.864, -5.644], [1.639, 3.043, 0.100], [3.753, -2.693, 1.694], [2.032, 2.458, 6.537], [-2.683, -4.717, -2.280], [-1.136, -2.802, -2.602], [3.497, -3.049, -4.426], [0.320, 6.128, -0.199], [2.177, -0.299, 3.876], [1.354, 3.827, 7.233], [1.958, -0.635, 6.373], [1.316, 5.174, -0.032], [-2.254, -0.133, -4.809], [7.135, -3.298, 2.333], [5.451, 0.851, 1.101], [-2.064, -3.946, -4.503], [-0.151, 2.652, 5.287], [5.623, -4.752, 2.220], [-2.065, 2.796, 2.744], [-1.961, -3.606, -1.769], [-3.103, 0.513, -2.926], [2.343, -1.164, -3.362], [-4.994, 0.350, 2.682], [-4.132, 0.949, 2.832], [3.058, 0.466, 0.473], [2.989, -1.532, 1.403], [-3.267, 0.963, 1.734], [-0.905, 1.817, 0.560], [3.603, -0.342, 1.019], [-2.756, 2.731, -4.486], [1.130, -0.826, 5.661], [2.420, 5.417, 0.096], [-2.476, 4.277, 0.100], [2.970, -3.872, -3.431], [-1.410, 4.500, 0.062], [6.783, -1.043, 1.938], [-1.698, 2.927, -4.300], [-1.920, -3.364, -0.714], [-1.264, 3.521, 2.639], [0.979, 3.618, -3.909], [0.007, -1.969, 7.403], [0.930, 3.846, 0.194], [-4.376, -0.672, -4.580]],
  "forces_ev_per_angstrom": [[-0.08, -0.59, -0.38], [0.10, 0.55, -2.05], [0.42, 0.47, -0.61], [0.58, 0.46, -0.13], [-0.18, -0.02, 0.11], [-0.31, 0.18, 0.23], [-0.79, -0.17, -1.88], [-0.99, -0.86, -0.65], [-0.86, 2.04, -0.16], [0.04, -0.88, -0.36], [0.63, -1.42, 1.23], [1.09, 0.60, -0.16], [0.31, -1.17, 0.45], [0.05, -0.09, 0.56], [-0.89, -1.23, 0.76], [-0.33, 0.68, 0.80], [0.51, -0.49, -0.88], [0.17, 0.36, -0.24], [-2.02, 0.14, 1.66], [-0.14, 0.69, -0.70], [0.85, 0.84, -0.98], [0.16, 0.06, 0.57], [0.98, -0.14, -0.21], [-1.84, 0.80, -0.65], [2.11, 0.30, 0.99], [-0.58, 0.55, -0.08], [0.18, -0.26, 0.43], [0.16, -0.29, -0.28], [0.13, 0.68, -0.85], [-0.05, -1.87, 0.31], [0.44, 0.46, -0.22], [0.53, -1.31, 0.96], [-1.19, -0.05, 1.82], [1.28, -0.09, 1.48], [-0.17, 0.17, 0.02], [1.33, 0.24, 0.46], [1.36, -0.97, -1.96], [1.31, 1.00, 0.35], [-1.73, 1.24, -1.04], [0.56, 1.59, -3.57], [0.45, 0.47, -0.74], [0.78, -0.13, 0.43], [0.73, -0.50, -0.32], [-0.08, -0.09, -0.69], [0.40, -0.56, -0.11], [0.17, -0.21, -1.99], [-0.64, -1.19, -1.07], [0.51, -0.02, -0.57], [-0.59, 0.65, 1.13], [-0.16, -0.63, -0.85], [-1.33, 0.92, -0.93], [0.21, -0.19, 0.53], [-0.49, 0.25, 0.66], [-0.34, -0.02, -0.32], [0.73, -1.70, 0.71], [0.08, 0.55, 0.08], [-0.04, 0.18, 0.45], [0.02, 0.13, 3.93], [-0.29, 1.18, 0.33], [-0.64, -0.73, 0.72], [-0.13, -0.18, 0.17], [0.02, 0.42, -0.52], [0.29, -0.33, -1.15], [-1.12, 0.48, 1.46], [0.86, -0.57, -0.46], [-0.16, -0.44, -0.64], [-0.50, -0.21, 0.38], [0.28, -0.22, 0.70], [1.62, 1.77, 1.38], [-0.33, 0.32, 0.38], [1.23, 2.36, -0.96], [-1.38, -0.47, -0.32], [0.29, -0.75, -0.58], [0.79, 0.60, -0.06], [-0.54, -0.14, -0.26], [-0.84, -0.82, -0.43], [-0.69, 0.01, -0.77], [1.00, -0.40, 1.07], [-0.27, -0.57, 0.56], [0.40, 0.37, -0.40], [0.02, 0.61, -0.46], [0.65, 0.61, 0.58], [-0.84, 0.17, -0.46], [0.42, -0.28, 0.15], [0.43, 0.40, -1.04], [0.96, -0.08, -0.40], [1.14, 0.77, 0.13], [-1.72, 0.05, -0.80], [-0.63, -0.72, 0.68], [0.73, 0.83, -0.25], [-0.11, -0.48, 0.80], [-1.89, 0.54, -1.00], [-0.35, 0.82, 0.28], [1.96, -0.67, 0.31], [-0.20, 0.11, -0.34], [0.32, 0.03, 0.14], [-0.36, -0.81, -0.09], [-1.65, -0.11, -0.57], [0.24, -0.13, 0.03], [0.07, -0.79, 0.21], [-0.68, -0.35, -0.43], [-0.22, 0.22, -0.05], [-0.66, -0.07, -0.39], [0.00, -0.38, 0.13], [-0.11, 0.03, 0.31], [0.37, -0.47, 0.73], [-1.26, -2.20, 5.78], [-1.00, 0.17, -0.84], [0.87, 0.42, 0.80]],
  "relative_energy_kcal_mol": 18.9,
  "homo_lumo_gap_ha": 0.2344,
  "total_charge": 2,
  "energy_ha": -4698.14691,
  "lumo_energy_ha": -0.1892
}


Record 3
{
  "formula": "C2H6Br2N",
  "method": "ωB97M-V/def2-TZVPD",
  "symbols": ["Br", "H", "H", "H", "C", "C", "H", "H", "H", "Br", "N"],
  "xyz": [[1.913, -1.855, 0.059], [-2.395, -0.168, 0.565], [-1.667, -0.536, -0.986], [-0.384, 1.278, -0.277], [-1.488, -0.379, 0.020], [1.987, -0.130, -0.613], [-0.836, 1.160, 1.356], [1.396, 0.106, -1.391], [-1.013, -1.200, 0.529], [3.125, 1.044, 0.219], [-0.637, 0.679, 0.518]],
  "forces_ev_per_angstrom": [[-0.04, 1.25, -0.90], [-0.99, -0.76, -0.37], [0.16, 0.25, -2.05], [-0.31, 0.45, 1.20], [-0.14, 0.24, 4.73], [2.22, -1.66, 5.12], [-0.55, 0.40, 0.67], [-1.79, 0.97, -2.86], [-0.50, -1.52, -0.41], [-0.76, -0.52, -0.97], [2.71, 0.90, -4.17]],
  "relative_energy_kcal_mol": 70.5,
  "homo_lumo_gap_ha": [0.2210, 0.2211],
  "total_charge": 1,
  "energy_ha": -5282.19066,
  "lumo_energy_ha": [-0.2686, -0.2686]
}